No. 1
Entry from the OMol25 dataset: a structure of composition C12H26F3InN2O3P (ωB97M-V with the def2-TZVPD basis set).

F_max: 1.2 eV/A
charge: -1
E_HOMO: -3.69 eV
HOMO-LUMO gap: 6.12 eV
total energy: -44605.3040 eV

Last column: Löwdin charge in e.
Element x y z (Å)
In 0.192 0.901 -0.852  0.651
P 0.389 3.426 -0.744  0.667
F 2.550 -1.974 1.173  0.113
F 4.591 -1.239 1.486  0.083
F 2.939 -0.395 2.637  0.082
O -1.275 -3.829 -0.050  -0.045
O -2.554 1.813 -2.621  -0.007
O 0.009 -0.900 -4.468  0.057
N -0.733 0.456 -2.776  -0.001
N -1.195 0.183 0.587  -0.169
C -0.956 -1.389 2.474  -0.268
C -0.684 0.020 1.952  -0.358
C -2.092 0.677 -2.707  -0.585
C 3.276 -0.848 1.384  -0.559
C -0.130 -1.786 3.692  -0.119
C 2.168 -0.120 -0.841  -0.240
C 1.762 3.957 0.405  -0.422
C 3.095 0.232 0.335  -0.168
C -1.190 4.104 -0.019  -0.397
C -0.300 -2.042 -2.423  -0.048
C -0.340 -0.803 -3.301  -0.541
C -3.078 -0.476 -2.657  -0.001
H -1.828 4.357 -0.856  0.006
H -2.158 -3.932 0.316  0.043
H 2.658 0.227 -1.746  0.036
H -0.972 5.007 0.543  0.009
H -0.847 -1.921 -1.500  0.041
H -3.937 -0.218 -3.268  0.077
H 0.936 -1.768 3.492  0.045
H 2.806 1.153 0.828  0.084
H 1.476 4.924 0.819  0.006
H -0.375 -2.811 3.970  0.059
H 2.029 -1.187 -0.965  0.015
H 0.382 0.235 2.013  0.077
H 0.712 -2.382 -2.242  0.074
H -2.010 -1.461 2.742  0.097
H -0.337 -1.173 4.566  0.064
H -2.696 -1.426 -3.005  0.058
H -2.047 0.723 0.588  0.002
H -3.423 -0.564 -1.633  0.081
H 2.664 4.123 -0.169  0.003
H -0.797 -2.113 1.681  0.073
H -1.235 0.693 2.613  0.102
H 1.950 3.309 1.257  -0.003
H -1.689 3.367 0.603  -0.002
H 4.090 0.422 -0.059  0.111
H -0.997 -4.723 -0.271  0.039
H -0.800 -2.828 -2.984  0.081

***

No. 2
Entry from the OMol25 dataset: the molecule C20H20N4O5S (ωB97M-V with the def2-TZVPD basis set).

F_max: 6.5 eV/A
charge: 0
energy above the lowest of the compared OMol25 structures with the same formula, charge and spin: 453.3 kJ/mol
E_HOMO: -8.39 eV
HOMO-LUMO gap: 7.44 eV
total energy: -48094.7835 eV

Last column: natural (NBO) charge in e.
Element x y z (Å)
S 3.271 1.508 1.641  2.228
O 4.736 1.587 1.843  -0.918
O 2.366 5.834 4.466  -0.643
O 1.978 -1.530 -0.059  -0.610
O -0.713 -1.113 3.749  -0.655
O 2.763 1.894 0.297  -0.890
N -1.977 -3.593 -0.289  -0.450
N 1.117 0.585 3.288  -0.558
N -0.015 -2.431 -0.197  -0.426
N 2.918 -0.073 1.995  -0.800
C 1.583 1.871 3.663  0.127
C -3.424 -3.637 1.653  -0.286
C -2.485 0.981 -2.967  -0.621
C 2.115 4.569 4.168  0.292
C 1.240 3.818 4.962  -0.251
C -3.031 -1.504 -2.713  -0.622
C 0.770 -1.214 1.841  -0.328
C -0.098 -1.972 -1.573  -0.229
C -1.186 -2.798 0.438  0.421
C 2.536 2.514 2.925  -0.326
C -2.384 -3.009 2.403  -0.101
C -1.286 -2.556 1.790  -0.224
C 2.846 3.831 3.207  -0.207
C -1.882 -0.508 -2.862  -0.202
C 0.990 -1.808 0.529  0.689
C -0.957 -0.585 -1.577  -0.423
C 0.847 2.511 4.720  -0.177
C 1.611 -0.230 2.365  0.461
C -0.305 -1.695 2.540  0.490
C -3.137 -3.918 0.250  0.084
H -2.454 -2.491 -2.542  0.220
H -0.149 -0.400 3.873  0.508
H -2.496 -2.799 3.493  0.241
H 0.874 -1.769 -2.067  0.254
H -3.991 -4.218 -0.396  0.206
H -2.669 1.322 -1.950  0.198
H 3.648 4.319 2.700  0.244
H -3.452 1.024 -3.574  0.207
H -0.421 0.395 -1.518  0.228
H 0.534 4.491 5.609  0.201
H -1.684 -0.511 -0.808  0.194
H -4.284 -4.064 2.093  0.223
H -1.875 1.792 -3.379  0.215
H -0.491 -2.719 -2.253  0.227
H 0.081 1.916 5.368  0.246
H -1.342 -0.736 -3.778  0.197
H 1.582 6.223 4.844  0.486
H -3.712 -1.550 -3.596  0.214
H 3.119 -0.637 1.229  0.450
H -3.627 -1.290 -1.832  0.198

***

No. 3
Entry from the OMol25 dataset: a cluster of 3 separate species, C24H23N3O10S in total (ωB97M-V with the def2-TZVPD basis set).

F_max: 1.2 eV/A
charge: 0
E_HOMO: -8.77 eV
HOMO-LUMO gap: 7.21 eV
total energy: -61038.3126 eV

Last column: natural (NBO) charge in e.
Element x y z (Å)
S 6.733 4.360 3.245  0.142
O -6.239 -2.615 -1.436  -0.625
O 6.060 3.613 -2.045  -0.571
O -1.593 -3.587 5.583  -0.539
O -2.880 -5.508 0.115  -0.557
O -7.587 -4.749 -2.161  -0.536
O 6.134 5.032 -0.287  -0.387
O -4.195 -7.641 -0.675  -0.642
O 0.270 -4.261 1.323  -0.638
O -3.566 -2.158 4.615  -0.625
O -1.656 -2.754 0.368  -0.551
N 6.698 3.986 0.505  -0.215
N 2.273 5.970 -0.817  -0.629
N 4.348 5.073 -1.681  -0.453
C 2.373 1.409 -0.364  -0.212
C -1.695 -2.934 1.571  0.469
C 5.524 4.451 -1.406  0.882
C -5.960 -6.311 -1.466  -0.415
C -0.555 -4.007 3.505  -0.419
C -4.761 -6.460 -0.886  0.390
C 1.520 6.145 0.414  -0.409
C -2.723 -2.386 2.437  -0.399
C -6.503 -4.977 -1.657  0.473
C 2.797 3.108 -2.034  -0.046
C -5.682 -3.797 -1.209  0.328
C -4.485 -3.948 -0.627  -0.398
C -0.611 -3.776 2.186  0.400
C 3.664 5.718 -0.528  -0.039
C -1.568 -3.441 4.375  0.473
C 0.533 -0.309 -0.623  -0.626
C 1.334 0.864 -1.113  -0.028
C -2.669 -2.622 3.755  0.331
C 3.093 2.515 -0.815  -0.163
C 6.668 4.221 1.707  0.168
C 1.053 1.447 -2.350  -0.205
C 1.770 2.548 -2.800  -0.192
C 3.499 4.315 -2.602  -0.230
C -3.953 -5.281 -0.418  0.463
H 4.124 3.997 -3.430  0.240
H 2.629 0.984 0.596  0.206
H 3.895 2.910 -0.211  0.189
H -3.884 -3.111 -0.301  0.256
H 1.163 -0.944 -0.008  0.212
H -7.099 -2.797 -1.861  0.508
H 1.502 5.209 0.965  0.198
H -3.283 -2.474 5.496  0.509
H 0.221 -4.608 3.957  0.244
H -0.343 -0.003 -0.061  0.221
H 2.762 4.986 -3.022  0.219
H 3.727 5.100 0.360  0.184
H 1.535 2.991 -3.757  0.205
H 0.198 -0.899 -1.470  0.218
H -6.550 -7.150 -1.803  0.244
H -0.016 -3.953 0.441  0.509
H -3.340 -7.459 -0.240  0.507
H 4.188 6.651 -0.310  0.181
H 0.491 6.411 0.203  0.208
H -3.508 -1.796 1.985  0.242
H 2.174 6.789 -1.401  0.359
H 1.963 6.890 1.084  0.164
H 0.262 1.049 -2.967  0.208

***

No. 4
Entry from the OMol25 dataset: a cluster of 2 separate species, C3H9NS in total (ωB97M-V with the def2-TZVPD basis set).

F_max: 2.0 eV/A
charge: -1
energy above the lowest of the compared OMol25 structures with the same formula, charge and spin: 211.9 kJ/mol
E_HOMO (spin up / spin down): 0.35 / -3.42 eV
HOMO-LUMO gap (spin up / spin down): 3.54 / 7.30 eV
total energy: -15579.8512 eV
multiplicity: 2

Last column: natural (NBO) charge in e.
Element x y z (Å)
S 0.494 -2.074 0.392  -0.246
N 0.793 0.936 0.060  -0.660
C -0.351 1.714 -0.236  -0.404
C -1.233 -2.585 0.055  -0.732
C 2.007 1.479 0.132  -0.472
H 0.140 -0.654 0.209  0.260
H -1.907 -1.734 0.119  0.204
H -0.132 2.779 -0.468  0.136
H -1.058 1.787 0.615  0.141
H 2.868 0.841 0.320  0.143
H -1.304 -3.073 -0.918  0.189
H 2.188 2.556 0.025  0.107
H -1.581 -3.311 0.796  0.187
H -0.925 1.339 -1.102  0.147

***

No. 5
Entry from the OMol25 dataset: the ion C12H12IN3O with charge +2 (ωB97M-V with the def2-TZVPD basis set).

F_max: 0.5 eV/A
charge: +2
E_HOMO: -15.49 eV
HOMO-LUMO gap: 7.26 eV
total energy: -27240.5703 eV

Last column: natural (NBO) charge in e.
Element x y z (Å)
I -3.864 -3.004 0.142  0.101
O -5.407 -1.539 2.185  -0.416
N 5.327 0.431 -1.080  -0.560
N 3.977 0.292 -0.752  -0.074
N -2.890 0.151 0.477  -0.248
C 3.205 -0.546 -1.462  0.069
C 2.114 1.091 0.441  -0.190
C -1.098 0.139 -1.060  -0.204
C -0.186 0.197 -0.007  0.051
C 1.852 -0.595 -1.234  -0.178
C -2.442 0.108 -0.789  0.124
C 3.456 1.120 0.170  0.081
C -2.029 0.195 1.510  0.111
C -4.697 -1.370 1.260  0.431
C -0.677 0.228 1.300  -0.202
C -4.329 0.025 0.754  -0.341
C 1.277 0.230 -0.270  0.011
H 3.688 -1.178 -2.189  0.258
H 5.647 -0.390 -1.583  0.397
H -4.881 0.232 -0.157  0.270
H 1.265 -1.302 -1.800  0.264
H -0.029 0.248 2.161  0.264
H 4.137 1.797 0.661  0.262
H 1.727 1.769 1.186  0.265
H -2.460 0.206 2.499  0.262
H -3.181 0.062 -1.572  0.262
H 5.871 0.520 -0.226  0.398
H -0.770 0.138 -2.087  0.263
H -4.604 0.743 1.521  0.270

***

No. 6
Entry from the OMol25 dataset: the molecule C20H21N3O4 (ωB97M-V with the def2-TZVPD basis set).

F_max: 1.4 eV/A
charge: 0
energy above the lowest of the compared OMol25 structures with the same formula, charge and spin: 525.0 kJ/mol
E_HOMO: -9.19 eV
HOMO-LUMO gap: 8.32 eV
total energy: -33737.9268 eV

Last column: natural (NBO) charge in e.
Element x y z (Å)
O -0.883 0.318 -1.441  -0.361
O -7.469 -4.040 0.851  -0.374
O -6.321 -5.830 0.544  -0.376
O 1.869 -1.541 -0.215  -0.629
N -2.053 -0.221 -1.027  -0.068
N -6.451 -4.624 0.545  0.527
N 1.431 0.684 -0.182  -0.605
C -5.315 -3.830 0.154  0.010
C 4.716 5.541 1.246  -0.252
C 1.238 -0.576 -0.588  0.654
C 2.909 3.361 -0.259  -0.390
C 2.466 1.069 0.750  -0.222
C -4.128 -4.461 -0.198  -0.164
C 6.895 5.227 2.197  -0.226
C -4.336 -1.686 -0.242  -0.190
C 5.012 4.644 0.226  0.081
C 3.496 2.001 0.111  -0.409
C 7.201 4.335 1.185  -0.192
C 3.978 4.313 -0.813  -0.436
C -3.133 -2.306 -0.601  0.031
C 0.103 -0.719 -1.624  -0.016
C 5.649 5.831 2.224  -0.201
C -3.041 -3.700 -0.574  -0.226
C 6.265 4.046 0.207  -0.256
C -0.659 -2.034 -1.441  -0.490
C -5.424 -2.442 0.134  -0.179
C -2.000 -1.498 -0.999  0.143
H 6.511 3.350 -0.582  0.209
H 2.129 3.238 -1.015  0.196
H 3.747 6.020 1.269  0.208
H 4.456 3.851 -1.678  0.207
H 3.489 5.232 -1.144  0.215
H 7.625 5.454 2.960  0.213
H 4.312 2.146 0.821  0.218
H 8.172 3.862 1.155  0.212
H -6.360 -1.984 0.414  0.251
H 0.535 -0.594 -2.622  0.217
H 3.905 1.521 -0.780  0.202
H 2.009 1.557 1.617  0.192
H 5.405 6.532 3.010  0.213
H -2.118 -4.188 -0.845  0.224
H 0.805 1.397 -0.525  0.413
H -4.077 -5.539 -0.170  0.250
H 2.948 0.144 1.075  0.236
H -0.173 -2.649 -0.680  0.263
H -4.389 -0.610 -0.269  0.240
H -0.748 -2.614 -2.361  0.233
H 2.454 3.810 0.627  0.199

***

No. 7
Entry from the OMol25 dataset: a structure of composition C13H22N2O4Sm (ωB97M-V with the def2-TZVPD basis set).

F_max: 1.0 eV/A
charge: +3
E_HOMO (spin up / spin down): -19.42 / -19.42 eV
HOMO-LUMO gap (spin up / spin down): 7.79 / 9.78 eV
total energy: -42886.6260 eV
multiplicity: 6

Last column: natural (NBO) charge in e.
Element x y z (Å)
Sm -0.207 -0.281 -0.037  2.257
O 1.901 0.458 0.646  -0.615
O -0.141 1.991 -0.367  -0.624
O -2.184 0.677 0.850  -0.610
O -0.100 -0.204 2.335  -0.622
N 0.432 -2.593 -0.377  -0.635
N -1.849 -2.192 -0.599  -0.915
C -1.263 0.251 3.073  -0.104
C 1.390 -4.765 -0.120  -0.209
C 1.507 -3.398 -0.264  0.074
C 2.121 1.880 0.419  -0.108
C 1.163 0.136 2.967  -0.103
C 0.122 -5.334 -0.082  -0.060
C -1.467 2.585 -0.421  -0.111
C -2.306 2.126 0.766  -0.109
C 2.267 -0.086 1.939  -0.104
C -0.788 -3.165 -0.384  0.330
C -0.995 -4.516 -0.223  -0.236
C -2.474 0.123 2.157  -0.106
C 0.809 2.651 0.516  -0.109
H 0.965 3.679 0.186  0.262
H 1.333 -0.502 3.835  0.253
H -2.133 -2.243 -1.579  0.432
H -0.005 -6.402 0.035  0.275
H 2.422 -1.153 1.773  0.227
H -1.962 2.578 1.697  0.206
H -2.686 -2.470 -0.093  0.428
H -1.407 3.673 -0.445  0.263
H 2.479 -2.923 -0.307  0.229
H -1.995 -4.930 -0.234  0.266
H 2.529 1.970 -0.587  0.246
H -3.350 2.399 0.610  0.260
H -1.411 -0.354 3.968  0.254
H 2.277 -5.379 -0.042  0.278
H -3.336 0.612 2.610  0.261
H 1.131 1.176 3.300  0.209
H 2.846 2.280 1.127  0.252
H -1.103 1.287 3.380  0.208
H -1.909 2.244 -1.358  0.235
H 0.417 2.658 1.535  0.193
H -2.723 -0.926 1.995  0.221
H 3.201 0.346 2.295  0.259

***

No. 8
Entry from the OMol25 dataset: a structure of composition C24H36N3Si3V (ωB97M-V with the def2-TZVPD basis set).

F_max: 0.6 eV/A
charge: +1
energy above the lowest of the compared OMol25 structures with the same formula, charge and spin: 3.4 kJ/mol
E_HOMO (spin up / spin down): -9.70 / -10.99 eV
HOMO-LUMO gap (spin up / spin down): 6.22 / 7.30 eV
total energy: -79262.2053 eV
multiplicity: 4

Last column: natural (NBO) charge in e.
Element x y z (Å)
V -0.030 0.070 0.134  1.366
Si -2.763 -1.574 -1.179  1.737
Si 0.173 -1.903 -2.092  1.730
Si -0.687 -2.922 0.698  1.736
N -0.691 2.051 -0.111  -0.547
N 1.925 -0.138 -0.718  -0.594
N 0.107 0.817 2.111  -0.567
C 1.166 -3.084 1.070  -1.112
C -1.326 -4.642 0.303  -1.133
C -1.667 3.857 -1.317  -0.224
C -0.245 -0.877 -3.617  -1.112
C -0.532 1.668 4.662  -0.131
C 1.897 -1.161 -1.607  -0.146
C -0.709 1.872 2.286  0.227
C -1.056 2.315 3.555  -0.219
C 4.289 0.065 -0.935  -0.242
C 0.615 0.203 3.182  0.066
C -1.144 2.573 1.043  0.137
C 0.524 -3.652 -2.680  -1.145
C 4.291 -0.983 -1.842  -0.127
C -3.187 0.079 -1.990  -1.114
C 3.092 -1.590 -2.177  -0.230
C 0.331 0.601 4.474  -0.215
C -3.268 -2.950 -2.360  -1.135
C -0.942 2.683 -1.258  0.084
C 3.078 0.454 -0.396  0.057
C -3.937 -1.691 0.291  -1.118
C -1.905 3.733 1.059  -0.203
C -2.172 4.380 -0.137  -0.126
C -0.972 -1.671 -0.667  -2.080
C -1.489 -2.422 2.347  -1.116
H -2.762 5.286 -0.146  0.241
H -0.881 -5.068 -0.597  0.241
H -0.553 2.209 -2.151  0.220
H -1.100 -5.314 1.135  0.245
H 5.219 -1.324 -2.284  0.233
H 1.285 -3.713 1.957  0.247
H -1.743 -1.363 2.440  0.219
H -0.790 1.999 5.658  0.241
H -2.567 0.325 -2.853  0.232
H -4.336 -2.869 -2.575  0.245
H -3.913 -2.653 0.805  0.237
H -1.724 3.151 3.685  0.231
H -2.415 -2.977 2.509  0.252
H 1.148 -3.644 -3.576  0.242
H -2.410 -4.645 0.172  0.239
H -3.760 -0.913 1.038  0.226
H -2.746 -2.923 -3.318  0.232
H 0.547 -1.006 -4.359  0.247
H -0.419 -4.131 -2.954  0.254
H 1.681 -2.139 1.277  0.212
H -2.281 4.138 1.986  0.232
H 1.257 -0.645 2.977  0.223
H 3.078 -2.410 -2.883  0.233
H -1.840 4.335 -2.269  0.246
H -0.819 -2.675 3.172  0.235
H 5.199 0.569 -0.645  0.238
H 0.773 0.074 5.307  0.245
H 1.724 -3.563 0.263  0.243
H 1.010 -4.281 -1.934  0.242
H -4.953 -1.554 -0.086  0.245
H -3.111 0.901 -1.272  0.216
H -3.097 -3.937 -1.924  0.240
H -1.184 -1.166 -4.089  0.248
H 3.011 1.263 0.323  0.204
H -0.305 0.190 -3.390  0.219
H -4.225 0.053 -2.332  0.247

***

Question: What is the charge in the second record?
Answer: 0